# 1
{
  "formula": "C33H36CuF3N2OSb",
  "method": "ωB97M-V with the def2-TZVPD basis set",
  "symbols": ["Cu", "F", "C", "C", "C", "C", "C", "C", "Sb", "C", "C", "C", "C", "F", "C", "C", "C", "C", "C", "C", "F", "C", "C", "H", "H", "H", "H", "H", "H", "H", "H", "H", "H", "H", "H", "C", "C", "C", "C", "C", "N", "H", "H", "H", "H", "H", "H", "H", "H", "H", "C", "O", "H", "H", "H", "C", "N", "C", "C", "C", "C", "C", "C", "C", "C", "H", "H", "H", "H", "H", "H", "H", "H", "H", "H", "H", "H"],
  "coordinates": [[-2.015, -1.339, -0.923], [8.734, -0.295, 0.636], [7.488, -0.649, 0.454], [6.648, 0.193, -0.225], [5.309, -0.159, -0.398], [4.839, -1.410, -0.018], [5.722, -2.281, 0.649], [7.002, -1.888, 0.910], [2.757, -1.926, -0.102], [2.247, -0.488, -1.664], [2.908, -0.508, -2.881], [2.374, 0.206, -3.951], [1.149, 0.841, -3.721], [0.525, 1.484, -4.757], [0.484, 0.930, -2.533], [1.064, 0.270, -1.466], [2.339, -0.737, 1.662], [3.128, 0.309, 2.061], [2.790, 1.037, 3.232], [1.606, 0.745, 3.878], [1.188, 1.475, 4.913], [0.835, -0.275, 3.441], [1.156, -1.032, 2.361], [7.081, 1.153, -0.500], [4.648, 0.492, -0.974], [5.378, -3.286, 0.992], [7.661, -2.578, 1.416], [3.815, -1.137, -2.858], [2.825, 0.176, -4.948], [-0.442, 1.535, -2.514], [0.610, 0.353, -0.465], [4.130, 0.543, 1.587], [3.418, 1.854, 3.596], [0.003, -0.446, 4.139], [0.566, -1.861, 1.977], [0.108, 3.223, 1.927], [-1.277, 2.893, 1.329], [-2.414, 3.514, 2.156], [-1.211, 3.307, -0.200], [-1.479, 1.426, 1.400], [-1.704, 0.278, 1.495], [0.425, 4.267, 1.830], [0.906, 2.626, 1.474], [0.137, 3.015, 3.006], [-2.005, 4.460, 2.433], [-2.524, 3.014, 3.103], [-3.352, 3.495, 1.530], [-1.063, 4.390, -0.263], [-2.092, 3.027, -0.816], [-0.335, 2.733, -0.570], [-0.338, -3.763, -1.378], [-0.514, -2.487, -0.836], [0.721, -3.909, -1.444], [-0.710, -3.815, -2.412], [-0.804, -4.569, -0.830], [-4.103, -3.197, -0.915], [-3.601, -2.179, 0.033], [-2.929, -2.912, 1.155], [-4.484, -0.980, 0.478], [-4.462, -0.069, -0.738], [-5.446, 0.912, -0.926], [-5.283, 1.901, -1.895], [-4.202, 1.886, -2.712], [-3.267, 0.854, -2.617], [-3.360, -0.097, -1.567], [-3.214, -3.848, -1.178], [-4.522, -2.705, -1.787], [-4.861, -3.910, -0.387], [-2.242, -3.613, 0.759], [-3.662, -3.436, 1.775], [-2.399, -2.208, 1.767], [-3.988, -0.512, 1.293], [-5.462, -1.414, 0.847], [-6.287, 1.041, -0.237], [-6.072, 2.578, -2.146], [-4.145, 2.654, -3.582], [-2.447, 0.825, -3.361]],
  "forces_ev_per_a": [[0.28, -0.70, -0.58], [1.47, 0.21, 0.40], [-2.17, -1.39, -0.09], [0.05, 0.71, 0.30], [0.21, -0.22, -0.91], [0.03, -0.19, 0.34], [-1.22, -0.26, -0.10], [1.46, 0.14, 0.04], [0.10, 0.34, -0.18], [-1.05, 0.18, 1.47], [-0.01, -0.36, 0.71], [-0.43, -0.23, -0.19], [0.42, 0.39, -1.59], [0.51, -0.26, -0.03], [-0.22, 0.26, 0.45], [0.46, -0.31, 0.41], [-0.71, -0.47, -1.01], [1.56, 1.08, 1.27], [0.43, 0.46, -0.60], [1.65, 0.47, -1.05], [-0.02, 0.29, 0.58], [-2.11, -0.63, 1.96], [0.98, -0.48, -1.23], [-0.38, -0.08, -0.26], [0.17, 0.05, 0.36], [0.31, 0.92, -0.32], [0.23, 0.10, 0.10], [-0.38, 0.58, -0.87], [-0.26, 0.21, 0.39], [0.66, -0.55, 0.24], [0.20, -0.29, -0.48], [-1.50, -0.30, 0.47], [-0.15, -0.28, -0.16], [-0.13, -0.33, -0.82], [-0.26, 0.17, 0.38], [0.39, -0.33, 0.70], [0.43, -0.31, -0.80], [-0.04, -0.30, -1.37], [-0.15, -0.88, 0.69], [-0.49, -2.45, 0.06], [0.59, 2.67, -0.39], [-0.53, 0.00, -0.29], [-0.22, -0.05, -0.03], [-0.12, -0.08, -0.23], [-0.54, 1.25, -0.15], [-0.31, -0.56, 0.22], [0.85, 0.41, 1.03], [0.16, -0.22, -0.05], [0.36, 0.06, 0.63], [-0.45, 0.75, -0.16], [-0.32, 1.31, -0.85], [-0.61, 0.70, 0.51], [0.80, -0.67, 0.04], [-0.11, -0.13, -0.03], [-0.19, -0.40, 0.53], [-0.42, -1.14, 1.21], [1.04, -0.13, 1.42], [-1.57, 0.94, 0.17], [-0.25, -2.88, -1.80], [-1.43, 1.11, 0.73], [0.00, 0.53, 0.49], [-1.01, -0.73, 0.51], [1.25, 0.63, -2.87], [0.32, -0.06, 0.38], [1.23, 0.50, -0.98], [-1.06, 0.83, 0.01], [-0.11, -0.20, -0.08], [0.97, 1.29, -0.96], [0.68, -0.64, -0.48], [-0.13, -0.05, -0.01], [0.26, 0.38, 0.29], [0.53, 0.23, 0.71], [0.70, 0.81, -0.67], [0.11, -0.47, -0.23], [-0.39, 0.52, 0.44], [0.05, -1.40, 1.65], [-0.45, -0.08, 0.65]],
  "charge": 0,
  "multiplicity": 2,
  "de_lowest_kj_mol": 0.0,
  "s_squared": 0.754
}

=====

# 2
{
  "formula": "C33H36F6Ge2N5O7S2SiTi",
  "method": "ωB97M-V with the def2-TZVPD basis set",
  "symbols": ["Ti", "O", "C", "N", "C", "O", "C", "C", "C", "C", "C", "N", "C", "C", "C", "C", "C", "N", "H", "H", "H", "H", "H", "H", "H", "H", "F", "C", "F", "F", "S", "O", "O", "N", "S", "O", "O", "C", "F", "F", "F", "C", "Si", "C", "C", "O", "H", "H", "H", "H", "H", "H", "H", "H", "H", "C", "Ge", "C", "C", "Ge", "C", "C", "C", "C", "C", "C", "C", "C", "C", "C", "C", "C", "H", "H", "H", "H", "H", "H", "H", "H", "H", "H", "H", "H", "H", "H", "H", "H", "H", "H", "H", "N", "C"],
  "coordinates": [[-1.270, 1.215, -1.189], [-4.895, 1.895, 0.787], [-3.951, 1.569, 0.101], [-2.627, 1.889, 0.234], [-2.165, 2.865, 1.083], [-2.794, 3.566, 1.846], [-0.643, 2.975, 1.043], [0.010, 3.897, 1.839], [1.394, 3.881, 1.863], [2.076, 2.950, 1.093], [1.347, 2.091, 0.293], [0.017, 2.102, 0.276], [-4.196, 0.644, -1.093], [-5.458, 0.116, -1.306], [-5.640, -0.745, -2.371], [-4.556, -1.051, -3.187], [-3.335, -0.465, -2.913], [-3.165, 0.372, -1.892], [-0.586, 4.583, 2.422], [1.938, 4.585, 2.480], [3.156, 2.896, 1.086], [1.825, 1.372, -0.361], [-6.246, 0.389, -0.621], [-6.613, -1.179, -2.565], [-4.651, -1.716, -4.033], [-2.464, -0.657, -3.525], [-4.031, 2.025, -4.366], [-4.120, 3.256, -3.811], [-5.007, 3.160, -2.808], [-4.645, 4.059, -4.754], [-1.934, 3.858, -3.428], [-1.853, 2.936, -2.211], [-2.163, 5.233, -3.020], [-0.322, 3.742, -4.015], [0.619, 3.283, -2.883], [0.793, 4.138, -1.737], [0.532, 1.838, -2.587], [2.285, 3.354, -3.668], [3.207, 2.973, -2.770], [2.586, 4.595, -4.062], [2.398, 2.541, -4.724], [2.340, -0.813, -2.428], [0.521, -1.192, -2.676], [0.281, -3.035, -2.405], [0.106, -0.797, -4.473], [-0.458, -0.400, -1.644], [2.947, -1.478, -3.050], [2.637, -0.956, -1.386], [2.559, 0.218, -2.710], [0.918, -3.623, -3.072], [-0.759, -3.324, -2.571], [0.533, -3.297, -1.374], [1.013, -0.828, -5.083], [-0.297, 0.215, -4.554], [-0.614, -1.497, -4.905], [4.325, -0.420, 0.956], [3.134, -1.969, 1.374], [4.038, -2.769, 2.957], [3.582, -3.273, -0.057], [0.528, -1.308, 1.471], [0.566, -0.054, 3.027], [-0.602, 0.495, 3.561], [-0.572, 1.366, 4.643], [0.638, 1.717, 5.222], [1.814, 1.193, 4.702], [1.772, 0.328, 3.618], [0.143, -3.032, 2.426], [0.587, -4.234, 1.876], [0.311, -5.458, 2.469], [-0.424, -5.506, 3.646], [-0.883, -4.323, 4.207], [-0.608, -3.106, 3.597], [5.135, -0.743, 0.298], [4.760, -0.029, 1.879], [3.791, 0.394, 0.464], [5.085, -2.958, 2.701], [3.562, -3.709, 3.240], [3.997, -2.096, 3.815], [4.650, -3.195, -0.278], [3.021, -3.086, -0.973], [3.367, -4.291, 0.273], [-1.562, 0.247, 3.119], [-1.500, 1.780, 5.020], [0.667, 2.400, 6.064], [2.770, 1.466, 5.136], [2.708, -0.055, 3.227], [1.161, -4.218, 0.956], [0.668, -6.374, 2.011], [-0.639, -6.457, 4.120], [-1.460, -4.348, 5.125], [-0.987, -2.195, 4.049], [-2.600, -1.374, 0.785], [-1.526, -1.032, 1.055]],
  "forces_ev_per_a": [[0.56, -0.42, -1.31], [0.03, 0.06, 0.06], [-0.09, -0.11, -0.09], [0.02, 0.09, 0.04], [-0.05, -0.26, 0.16], [0.02, 0.10, -0.04], [-0.23, -0.08, 0.21], [0.01, -0.07, 0.00], [0.04, -0.07, -0.07], [-0.12, -0.01, 0.02], [0.16, -0.05, 0.09], [-0.05, 0.47, 0.06], [-0.02, 0.17, 0.19], [0.07, -0.02, 0.00], [0.11, -0.02, -0.06], [-0.07, 0.08, 0.07], [-0.05, 0.00, -0.01], [-0.23, 0.00, 0.12], [0.00, -0.01, 0.03], [0.01, -0.01, 0.01], [0.01, 0.00, 0.02], [-0.03, 0.04, -0.02], [-0.01, 0.00, 0.00], [0.00, -0.01, -0.01], [-0.02, -0.02, 0.01], [0.01, 0.00, 0.01], [-0.04, -0.07, -0.03], [0.17, -0.24, -0.25], [-0.03, 0.13, 0.08], [-0.07, 0.14, 0.05], [0.22, -0.16, 0.11], [-0.45, 0.03, 0.23], [-0.06, 0.08, -0.08], [-0.07, 0.15, 0.26], [0.22, 0.06, -0.43], [0.08, -0.04, 0.11], [0.10, 0.09, 0.36], [-0.14, -0.04, -0.20], [0.04, 0.01, 0.05], [0.04, 0.00, -0.02], [-0.01, 0.01, -0.08], [-0.05, 0.13, 0.10], [0.06, -0.09, 0.00], [0.01, 0.00, 0.03], [-0.07, 0.06, 0.02], [-0.09, 0.09, 0.12], [0.03, -0.02, 0.02], [-0.01, 0.03, -0.06], [-0.01, 0.00, -0.01], [-0.01, -0.01, -0.01], [-0.01, 0.01, -0.01], [-0.01, 0.00, 0.01], [0.00, -0.04, -0.02], [0.02, 0.02, 0.00], [-0.01, -0.01, 0.00], [-0.06, 0.04, 0.00], [0.02, 0.18, -0.11], [0.00, -0.04, 0.05], [-0.13, -0.04, -0.03], [0.38, -0.23, 0.39], [-0.01, 0.14, -0.14], [-0.10, 0.02, -0.03], [0.00, 0.04, 0.02], [0.00, 0.00, 0.01], [0.02, 0.05, 0.04], [0.06, -0.04, 0.01], [-0.16, -0.02, -0.17], [0.01, -0.04, -0.02], [0.01, -0.04, 0.02], [0.02, -0.05, 0.00], [-0.02, 0.00, 0.06], [0.00, 0.08, 0.07], [0.02, 0.02, 0.01], [0.01, 0.01, 0.00], [0.01, -0.02, -0.02], [0.01, -0.03, 0.05], [0.00, -0.02, -0.01], [0.01, 0.01, 0.00], [0.01, -0.03, -0.01], [0.05, -0.04, 0.03], [0.03, -0.03, 0.02], [0.03, 0.02, 0.01], [0.00, 0.01, 0.00], [0.00, 0.00, 0.00], [0.00, 0.00, 0.00], [-0.02, 0.02, 0.01], [0.01, 0.01, -0.05], [0.00, 0.00, 0.00], [-0.01, 0.00, 0.00], [-0.01, 0.00, -0.01], [0.01, -0.01, -0.02], [-0.01, 0.22, -0.08], [-0.12, -0.37, 0.06]],
  "charge": -2,
  "multiplicity": 4,
  "de_lowest_kj_mol": 104.3,
  "s_squared": 3.768
}